Molecular formula: C30H57FN7O10S
Method: DFT, wB97M-V/def2-TZVPD

```
106
Properties=species:S:1:pos:R:3:forces:R:3:lowdin_charge:R:1
S -4.6358 -4.9071 2.1774 -2.278 -6.307 0.193 0.766
F -4.7317 -3.8749 3.4546 0.563 -0.466 -1.782 -0.201
O 4.0481 3.9733 -0.4663 0.152 0.099 -0.011 0.028
O 3.3462 7.2868 2.2951 -0.425 0.426 0.590 0.007
O -2.6934 1.4744 1.5078 -0.183 0.075 0.016 0.031
O -3.0330 -3.1058 -6.1522 -0.078 0.077 -0.257 0.000
O 1.1972 0.7835 0.6209 -0.082 0.151 -0.042 0.025
O -5.9970 -5.2696 1.8100 1.260 2.755 0.235 -0.260
O -3.5872 -3.7539 -1.7160 -0.080 0.210 1.099 0.010
O -5.1741 -5.8915 -2.2686 0.193 1.831 0.271 -0.038
O -3.9550 -6.1238 2.6086 0.471 3.014 0.385 -0.273
O -4.6305 -6.8090 -0.3499 0.574 3.398 0.228 -0.037
N -1.3744 -5.6324 0.6898 0.313 -0.018 -0.215 0.206
N -3.3705 3.1415 2.8365 -0.045 0.046 -0.336 0.005
N 5.2916 5.4247 -1.6332 -0.113 -0.014 0.296 0.004
N 1.8735 2.0935 -1.0635 -0.466 -0.360 0.113 0.014
N 3.9431 8.9372 3.6863 -0.167 -0.327 0.096 0.004
N -6.6327 -2.7764 -0.7206 -0.358 0.278 -0.112 0.164
N -3.6845 -5.0999 -5.3691 0.047 0.294 -0.636 0.024
C 2.9510 -1.9184 0.1905 -0.893 -0.048 -0.207 -0.218
C -3.6429 -4.1544 -6.3368 0.285 0.010 0.631 -0.564
C 4.0612 9.6284 4.9544 0.209 0.218 -0.455 -0.079
C -4.7626 -5.7742 -1.0913 -0.486 -4.584 -0.581 -0.623
C 2.7477 6.9910 4.5920 -0.042 -0.115 0.001 -0.004
C -3.7552 3.3173 0.4150 -0.004 0.007 -0.115 -0.010
C -5.7253 -3.4739 -0.6904 2.306 -1.369 0.808 -0.131
C 0.9010 1.4711 -0.3470 0.302 -0.019 0.097 -0.521
C 4.7233 4.9929 -0.4721 -0.026 -0.308 0.049 -0.522
C 3.3603 7.7328 3.4331 0.005 0.033 -0.371 -0.525
C -3.2494 -2.7166 1.1773 -0.010 0.982 -0.290 -0.145
C 3.2426 -5.7905 0.1582 0.109 -0.414 0.557 -0.241
C -4.3470 -6.3893 -5.3996 0.013 0.082 0.494 -0.074
C 1.7267 2.9387 -2.2258 0.412 -0.052 0.205 -0.090
C -0.5287 1.6596 -0.7876 -0.035 -0.197 -0.011 -0.005
C -2.0386 -2.1005 0.3682 0.810 0.688 0.231 -0.171
C -2.3651 -5.0606 0.6460 -2.310 1.275 0.729 -0.159
C 3.9317 -4.3592 0.3170 0.221 -0.534 -0.957 -0.218
C -3.6603 -4.1848 0.7597 2.337 0.612 -0.130 -0.299
C -4.3665 -4.4412 -7.6286 -0.040 0.103 -0.169 -0.024
C 3.2522 -6.6256 1.5256 -0.195 0.575 -0.030 -0.123
C -3.9728 4.4169 3.1645 0.219 -0.355 0.380 -0.084
C 6.1166 6.5952 -1.8459 -0.135 -0.347 -0.405 -0.083
C 1.8788 -2.1630 1.3534 0.319 -0.576 -0.988 -0.192
C 4.9578 5.8075 0.7716 0.298 -0.327 -0.311 -0.022
C -4.3817 -4.2967 -0.6475 -2.357 0.660 -0.869 -0.329
C 3.2559 -3.2507 -0.6035 0.393 -0.203 0.435 -0.209
C -0.7524 -1.7856 1.2742 0.119 -0.631 -0.540 -0.180
C 0.5082 -2.5127 0.6402 -0.466 0.593 0.408 -0.212
C -3.2300 2.5648 1.6106 0.191 -0.395 0.143 -0.539
H 5.0915 4.8296 -2.4234 0.037 0.060 0.038 0.138
H 2.8043 1.9231 -0.7115 -0.018 0.258 -0.017 0.121
H 4.4455 5.3419 1.6075 -0.022 -0.005 -0.213 0.079
H 2.1891 -5.6958 -0.2408 1.085 0.012 0.622 0.096
H -0.8003 2.7166 -0.7406 -0.041 -0.024 -0.151 0.081
H 3.6982 -5.9885 2.3389 -0.357 -0.637 -0.708 0.056
H -4.3411 4.9340 2.2826 0.052 -0.106 0.012 0.072
H 5.0014 -4.5086 -0.0146 -0.937 0.349 0.455 0.100
H 1.9472 7.5844 5.0378 0.099 -0.032 0.134 0.085
H -0.6608 1.2799 -1.8035 -0.031 0.180 -0.043 0.092
H 1.8192 -1.2704 2.0362 -0.076 -0.889 -0.823 0.101
H 2.1999 -6.8629 1.8589 1.177 0.022 -0.426 0.071
H 5.6312 7.2318 -2.5890 0.179 0.197 0.066 0.081
H 5.1206 9.7856 5.1666 -0.076 0.066 0.250 0.082
H -5.0683 -6.4205 -4.5811 0.047 -0.197 0.006 0.066
H 3.9826 -4.0232 1.3887 -0.290 -0.417 -1.004 0.088
H 2.2889 2.4902 -3.0485 -0.122 0.188 -0.186 0.083
H -1.6739 -2.7351 -0.4808 -0.712 0.343 0.828 0.097
H -4.8310 3.4748 0.5120 0.053 0.148 -0.036 0.085
H 3.8741 -1.3903 0.5518 -0.652 -0.723 -0.231 0.106
H -3.5962 -7.1662 -5.2428 -0.177 -0.153 -0.040 0.085
H 3.5691 10.5992 4.8673 0.019 0.015 0.265 0.082
H -4.1630 -2.0622 1.0461 0.829 -0.798 0.075 0.127
H 3.6103 9.0682 5.7688 0.011 -0.026 -0.120 0.074
H -4.8016 4.2423 3.8539 -0.078 0.258 -0.045 0.081
H -5.4322 -4.5825 -7.4395 0.046 -0.158 -0.077 0.081
H -4.0510 -2.9890 -2.0986 0.266 -0.441 0.233 0.116
H 0.6874 3.0579 -2.5219 0.032 -0.133 0.084 0.072
H -2.9963 2.5809 3.5878 -0.028 0.036 -0.055 0.141
H -3.5713 2.7334 -0.4851 0.026 -0.048 0.156 0.082
H 2.1741 -3.0781 1.9456 -0.160 1.087 -0.347 0.095
H -3.1804 -4.8426 -4.5317 -0.215 -0.094 0.109 0.138
H -1.1874 1.1050 -0.1234 0.137 0.082 0.011 0.041
H -3.9476 -5.3293 -8.1057 -0.176 -0.049 0.015 0.078
H 3.7946 -6.4238 -0.5971 -0.508 0.905 0.586 0.095
H 4.3313 9.3752 2.8644 -0.033 -0.003 0.076 0.140
H 6.2666 7.1607 -0.9304 -0.077 -0.113 -0.013 0.073
H 0.3016 -3.6191 0.6797 0.283 1.039 -0.124 0.087
H 3.8772 -7.5591 1.4534 -0.789 0.852 0.056 0.060
H 2.4436 -1.2146 -0.5318 0.638 -0.503 0.760 0.088
H 2.3057 -3.6923 -1.0269 0.879 0.674 0.504 0.098
H -3.2410 4.2758 0.3176 -0.160 0.054 -0.001 0.084
H 7.0848 6.2718 -2.2344 0.091 0.250 0.042 0.081
H 2.1525 3.9164 -1.9941 -0.065 0.045 -0.191 0.061
H 6.0268 5.8470 0.9971 0.001 0.126 -0.051 0.090
H -4.8593 -6.5669 -6.3425 0.122 0.127 -0.023 0.067
H 2.3252 6.0537 4.2346 0.080 0.113 -0.087 0.089
H -2.9824 -2.6215 2.2712 -0.368 -0.572 -1.173 0.112
H 0.5705 -2.2211 -0.4529 -0.097 -0.266 1.132 0.111
H -0.8695 -2.1875 2.3200 -0.063 0.447 -0.892 0.110
H 3.5102 6.7646 5.3398 -0.122 0.075 0.097 0.086
H -4.2441 -3.5955 -8.3036 0.066 -0.006 0.152 0.075
H -0.5941 -0.6765 1.3226 0.011 -1.094 0.076 0.080
H -2.3345 -1.1094 -0.0901 0.015 -1.156 0.461 0.106
H 4.5627 6.8116 0.6412 0.178 -0.051 0.043 0.066
H 3.9264 -3.0489 -1.4899 -0.690 -0.057 0.898 0.103
H -3.2233 5.0372 3.6609 -0.166 0.213 -0.033 0.080
```
Positions in Å, forces in eV/Å.

Calculated values
Charge = -1
M = 726.89 g/mol
Max |F| = 6.7 eV/A
Orbital gap = 6.4 eV